[1]
{
  "formula": "C16H13Br2N4O4OsP",
  "method": "ωB97M-V/def2-TZVPD",
  "species": ["Os", "Br", "C", "C", "C", "Br", "C", "C", "C", "C", "N", "C", "C", "O", "H", "H", "H", "H", "N", "C", "C", "C", "N", "C", "N", "C", "O", "P", "O", "C", "O", "C", "H", "H", "H", "H", "H", "H", "H", "H", "H"],
  "xyz": [[-0.8883, -0.5967, 1.9404], [-3.7199, -3.4267, -1.1390], [-1.8764, -3.3415, -0.9768], [-1.0507, -4.1581, -1.7748], [0.3180, -4.1141, -1.6725], [1.3509, -5.2203, -2.7583], [0.9584, -3.2249, -0.7470], [2.3368, -3.0882, -0.5391], [2.8021, -2.1842, 0.3959], [1.9069, -1.4179, 1.1299], [0.5887, -1.5392, 0.9596], [0.1126, -2.4220, 0.0287], [-1.2892, -2.4682, -0.0758], [-1.9464, -1.6317, 0.7301], [-1.5150, -4.8337, -2.4797], [3.0311, -3.6894, -1.1114], [3.8609, -2.0632, 0.5732], [2.2403, -0.6977, 1.8636], [0.0459, 0.0502, 3.4494], [0.6434, 0.3595, 4.4253], [1.3352, 0.7388, 5.5323], [2.7589, 0.7390, 5.4646], [3.9057, 0.7700, 5.3783], [0.6392, 1.1404, 6.7062], [0.0644, 1.4864, 7.6408], [1.2166, 3.2570, 0.8411], [0.8228, 1.8456, 0.9435], [-0.6081, 1.2860, 0.6964], [-1.5536, 2.4859, 1.0185], [-2.9975, 2.4736, 0.7937], [-0.8067, 0.8227, -0.7813], [-0.6374, 1.7103, -1.9345], [2.2844, 3.2692, 1.0250], [0.6840, 3.8299, 1.5936], [0.9980, 3.6302, -0.1557], [-3.4843, 1.9890, 1.6367], [-3.2299, 1.9617, -0.1377], [-3.2972, 3.5141, 0.7419], [-1.1072, 1.2030, -2.7691], [0.4254, 1.8449, -2.1184], [-1.1281, 2.6637, -1.7486]],
  "homo_lumo_gap_ev": [4.58, 4.54],
  "homo_energy_ha": [-0.532, -0.531],
  "charge": 2,
  "lumo_ev": [-9.899, -9.922],
  "total_energy_ha": -6716.9152
}

---

[2]
{
  "formula": "C16H13Br4N4O2SZr",
  "method": "ωB97M-V/def2-TZVPD",
  "species": ["Zr", "C", "C", "N", "C", "S", "N", "N", "C", "C", "C", "C", "C", "C", "C", "N", "H", "H", "H", "H", "H", "H", "H", "H", "H", "H", "H", "H", "H", "Br", "C", "C", "Br", "C", "Br", "C", "O", "C", "O", "C", "Br"],
  "xyz": [[0.4340, 0.1688, 0.6881], [3.7187, 5.1248, -1.4717], [3.7135, 4.7555, 0.0029], [3.6753, 3.3096, 0.2237], [2.5655, 2.5780, 0.1596], [2.8106, 0.8395, 0.4363], [1.4322, 3.1843, -0.1002], [0.3489, 2.3565, -0.1068], [-0.7811, 2.8529, -0.4898], [-0.9814, 4.2594, -0.9317], [-1.9199, 1.9000, -0.4993], [-3.1925, 2.2595, -0.8979], [-4.1966, 1.2972, -0.8942], [-3.9076, 0.0039, -0.4981], [-2.6135, -0.2915, -0.1103], [-1.6462, 0.6336, -0.1089], [3.7657, 6.2082, -1.5807], [2.8139, 4.7681, -1.9624], [4.5823, 4.6954, -1.9792], [2.8539, 5.1896, 0.5113], [4.6111, 5.1210, 0.4992], [4.5408, 2.8185, 0.3735], [-0.0694, 4.8286, -0.7947], [-1.7891, 4.7249, -0.3645], [-1.2631, 4.2821, -1.9871], [-3.4016, 3.2711, -1.2108], [-5.1990, 1.5630, -1.2021], [-4.6629, -0.7679, -0.4879], [-2.3281, -1.2888, 0.2019], [-0.9298, -6.3195, 2.7598], [-0.6328, -4.4678, 2.7288], [-0.7592, -3.7088, 3.8939], [-1.2268, -4.5246, 5.5168], [-0.5429, -2.3242, 3.8675], [-0.7023, -1.2239, 5.3755], [-0.1996, -1.7360, 2.6698], [0.0360, -0.3974, 2.5000], [-0.0667, -2.4943, 1.5032], [0.2810, -1.7704, 0.3937], [-0.2846, -3.8559, 1.5169], [-0.1056, -4.7897, -0.0990]],
  "homo_lumo_gap_ev": 6.50,
  "homo_energy_ha": -0.409,
  "charge": 1,
  "lumo_ev": -4.616,
  "total_energy_ha": -11728.2406
}